A cluster of 5 separate species, CH11NO5 in total at a distorted geometry, computed with ωB97M-V with the def2-TZVPD basis set.

Atoms and positions in Å:
O: -1.9142 -1.0120 -0.8130
O: 0.7018 1.4269 1.7507
O: 2.2603 1.0181 -1.0368
O: -0.9402 -0.9564 1.7783
O: 1.4367 -2.2100 -0.3385
N: -0.7288 0.8286 -1.3218
C: -1.8477 0.0948 -1.3191
H: -0.0750 1.9894 1.6650
H: 1.1131 -1.4758 -0.8784
H: -0.4996 1.8061 -1.3817
H: 2.3165 1.8000 -0.4712
H: -2.7751 0.5710 -1.6657
H: 2.4708 0.3298 -0.3899
H: -1.2523 -1.4146 0.9730
H: 0.3075 0.5390 1.8036
H: 0.1106 0.2826 -1.1835
H: 0.8052 -2.1991 0.3909
H: -1.4895 -1.4183 2.4381

Atoms 1-6, force components in eV/Å:
0.3 -0.6 -0.6
-0.1 -0.1 -0.1
0.1 -0.1 0.4
-0.7 -1.2 0.2
-0.2 0.5 0.0
1.4 -0.8 -0.2

## Properties
- Energy above the lowest of the compared OMol25 structures with the same formula, charge and spin: 0.6850 eV
- SMILES: NC=O.O.O.O.O
- Highest occupied orbital energy: -10.6 eV
- Orbital gap: 11.10 eV

Formally, the Löwdin partial charges of the atoms, in units of the elementary charge, are as follows: O -0.018; O -0.073; O -0.064; O -0.071; O -0.044; N 0.150; C -0.390; H 0.033; H 0.007; H 0.109; H 0.042; H 0.130; H 0.035; H 0.017; H -0.007; H 0.056; H 0.019; H 0.070